Below is a cluster of 6 separate species, C82H53NO15S in total at a distorted geometry, with properties calculated with the ωB97M-V functional and the def2-TZVPD basis.

HOMO-LUMO gap in eV: 7.4230
Total energy in eV: -128920.632
Largest force on an atom in eV Å⁻¹: 9.0
Structure (SMILES): O=C1NC(=O)c2c(CCCCS(=O)(=O)O)cccc21.O=C1c2ccccc2C(=O)c2ccccc21.O=C1c2ccccc2C(=O)c2ccccc21.O=C1c2ccccc2C(=O)c2ccccc21.O=C1c2ccccc2C(=O)c2ccccc21.O=C1c2ccccc2C(=O)c2ccccc21
Net charge: 0

XYZ file:
```
152
Properties=species:S:1:pos:R:3:forces:R:3
O 1.871 -7.137 -5.466 -1.986 7.587 4.481
C 1.555 -6.004 -4.833 1.072 -2.932 -3.119
N 1.429 -5.834 -3.305 -0.917 0.449 0.063
C 0.237 -4.929 -2.990 -3.422 1.176 1.403
O -0.674 -4.980 -2.015 6.309 0.149 -6.212
C 0.313 -3.864 -4.235 0.299 2.021 -3.834
C -0.310 -2.364 -4.455 1.457 -1.459 -1.984
C -1.207 -1.689 -3.260 -0.078 0.350 -1.323
C -2.725 -2.377 -3.130 0.453 -0.680 0.993
C -3.066 -3.433 -4.337 -0.318 -0.044 0.053
C -4.649 -3.937 -4.363 1.219 1.629 -0.765
S -4.642 -5.806 -4.591 -5.676 -5.959 1.550
O -4.568 -6.547 -3.223 1.030 3.404 -4.788
O -5.966 -6.294 -5.297 5.109 2.848 1.709
O -3.356 -6.399 -5.542 -1.216 2.022 0.400
C -0.050 -1.566 -5.900 1.625 -3.976 0.648
C 0.828 -2.303 -7.118 -0.936 -1.858 3.693
C 1.450 -3.843 -6.917 -2.629 2.050 3.505
C 1.166 -4.540 -5.460 -1.452 2.111 0.309
H 2.225 -5.232 -2.939 -0.826 -1.257 -0.744
H -1.397 -0.565 -3.559 0.650 -2.200 0.624
H -0.607 -1.721 -2.253 -1.286 -0.029 -2.001
H -3.519 -1.509 -2.998 1.618 -1.898 -0.484
H -2.679 -3.016 -2.123 -0.367 1.399 -2.220
H -2.428 -4.403 -4.135 -1.001 2.170 -0.657
H -2.864 -2.962 -5.408 -0.109 -1.131 2.371
H -5.199 -3.638 -3.368 0.900 -1.209 -2.018
H -5.180 -3.474 -5.325 0.946 -1.286 2.284
H -3.376 -6.038 -6.482 -0.363 -0.458 1.575
H -0.500 -0.470 -6.040 1.150 -2.764 0.309
H 0.949 -1.708 -8.120 -0.123 -1.434 2.149
H 2.043 -4.420 -7.746 -1.323 1.373 1.848
O 5.010 3.658 0.154 -0.556 -0.345 -0.193
C 4.008 2.993 -0.078 1.093 0.724 0.337
C 3.448 2.934 -1.444 0.040 0.193 -0.636
C 4.081 3.627 -2.483 -0.123 -0.051 -0.273
C 3.582 3.544 -3.784 0.043 -0.051 0.343
C 2.452 2.769 -4.050 -0.094 -0.124 0.347
C 1.810 2.092 -3.012 0.139 0.176 -0.264
C 2.305 2.180 -1.705 0.049 0.150 -0.601
C 1.608 1.474 -0.611 -0.913 -0.893 -0.179
O 0.573 0.857 -0.832 0.512 0.253 0.006
C 2.178 1.517 0.750 -0.094 -0.225 0.522
C 1.545 0.822 1.788 0.131 -0.035 0.247
C 2.095 0.828 3.071 -0.043 0.064 -0.338
C 3.276 1.527 3.320 0.060 0.150 -0.340
C 3.901 2.233 2.289 -0.136 -0.141 0.223
C 3.348 2.232 1.002 0.047 -0.144 0.622
H 4.966 4.229 -2.284 -0.224 -0.207 0.120
H 4.077 4.079 -4.591 -0.082 -0.097 0.169
H 2.070 2.694 -5.065 0.059 0.011 0.194
H 0.926 1.494 -3.227 0.198 0.100 0.231
H 0.625 0.270 1.600 0.234 0.180 -0.118
H 1.604 0.285 3.875 0.079 0.111 -0.175
H 3.710 1.525 4.317 -0.079 0.031 -0.210
H 4.821 2.779 2.493 -0.220 -0.053 -0.201
O -1.534 -11.389 2.085 0.082 0.634 0.148
C -1.450 -10.172 2.201 -0.199 -1.348 -0.363
C -1.941 -9.283 1.129 -0.231 -0.022 -0.485
C -2.527 -9.836 -0.017 -0.114 0.181 -0.204
C -3.030 -9.002 -1.016 0.179 -0.119 0.353
C -2.952 -7.616 -0.874 0.191 0.178 0.301
C -2.353 -7.063 0.259 -0.120 -0.199 -0.195
C -1.842 -7.898 1.260 -0.279 0.137 -0.462
C -1.194 -7.305 2.447 0.055 1.434 -0.096
O -1.057 -6.090 2.536 -0.040 -0.677 0.043
C -0.721 -8.192 3.527 0.306 -0.087 0.631
C -0.138 -7.637 4.674 0.087 -0.219 0.250
C 0.282 -8.466 5.715 -0.145 0.126 -0.329
C 0.121 -9.848 5.615 -0.164 -0.053 -0.373
C -0.446 -10.404 4.466 0.148 0.141 0.300
C -0.863 -9.575 3.417 0.280 -0.053 0.673
H -2.596 -10.917 -0.133 0.088 0.244 0.202
H -3.488 -9.433 -1.904 0.078 0.102 0.158
H -3.355 -6.966 -1.647 0.172 -0.231 0.260
H -2.291 -5.981 0.361 0.107 -0.305 0.090
H -0.013 -6.559 4.761 -0.123 -0.251 -0.192
H 0.731 -8.033 6.606 -0.086 -0.065 -0.172
H 0.440 -10.494 6.430 -0.063 0.103 -0.168
H -0.565 -11.484 4.395 -0.032 0.297 -0.166
O -4.489 5.732 3.154 0.676 -0.150 0.172
C -3.335 5.460 3.460 -1.378 0.311 -0.378
C -2.458 4.742 2.512 0.093 -0.267 -0.560
C -2.946 4.389 1.247 0.189 -0.147 -0.220
C -2.112 3.746 0.332 -0.112 0.201 0.325
C -0.792 3.456 0.674 0.085 0.182 0.328
C -0.309 3.791 1.940 -0.106 -0.049 -0.294
C -1.145 4.430 2.863 0.059 -0.233 -0.584
C -0.631 4.764 4.206 1.400 -0.386 0.398
O 0.505 4.441 4.534 -0.684 0.179 -0.201
C -1.500 5.499 5.146 -0.073 0.277 0.588
C -1.010 5.853 6.410 -0.183 0.173 0.193
C -1.813 6.578 7.293 0.124 -0.186 -0.306
C -3.103 6.950 6.918 -0.040 -0.163 -0.376
C -3.599 6.586 5.664 0.109 0.096 0.312
C -2.797 5.854 4.778 -0.076 0.324 0.588
H -3.974 4.618 0.971 0.217 0.027 0.229
H -2.491 3.477 -0.651 0.043 0.025 0.189
H -0.138 2.966 -0.044 -0.331 0.196 0.235
H 0.722 3.556 2.202 -0.268 0.122 0.113
H -0.002 5.570 6.708 -0.228 0.000 -0.246
H -1.429 6.855 8.272 -0.057 -0.063 -0.194
H -3.725 7.523 7.602 0.102 -0.116 -0.148
H -4.609 6.878 5.380 0.276 -0.177 -0.084
O 9.266 1.324 4.848 0.045 0.681 0.087
C 9.350 2.541 4.963 -0.120 -1.407 -0.192
C 8.859 3.430 3.891 -0.272 0.063 -0.519
C 8.273 2.877 2.745 -0.115 0.231 -0.200
C 7.770 3.711 1.746 0.184 -0.215 0.228
C 7.848 5.097 1.888 0.191 0.058 0.349
C 8.447 5.650 3.021 -0.160 -0.109 -0.304
C 8.958 4.815 4.022 -0.293 0.043 -0.504
C 9.606 5.409 5.209 0.133 1.503 0.057
O 9.743 6.623 5.298 -0.077 -0.750 -0.030
C 10.079 4.521 6.289 0.288 -0.071 0.601
C 10.662 5.076 7.436 0.083 -0.198 0.241
C 11.082 4.247 8.477 -0.145 0.122 -0.329
C 10.921 2.865 8.377 -0.165 -0.052 -0.372
C 10.354 2.309 7.229 0.144 0.128 0.292
C 9.937 3.138 6.180 0.262 -0.067 0.634
H 8.204 1.797 2.630 0.092 0.238 0.191
H 7.312 3.280 0.859 0.073 0.124 0.225
H 7.445 5.747 1.115 0.062 -0.135 0.149
H 8.509 6.732 3.123 0.087 -0.295 0.130
H 10.787 6.154 7.523 -0.120 -0.253 -0.189
H 11.531 4.680 9.368 -0.088 -0.065 -0.179
H 11.240 2.219 9.193 -0.064 0.105 -0.172
H 10.235 1.229 7.157 -0.028 0.297 -0.161
O -9.137 4.153 -4.314 0.620 -0.470 -0.135
C -8.189 3.407 -4.526 -1.220 0.905 0.245
C -8.381 2.147 -5.274 -0.391 -0.401 -0.317
C -9.652 1.817 -5.760 -0.019 -0.251 -0.170
C -9.834 0.648 -6.502 0.157 0.271 0.190
C -8.750 -0.190 -6.761 0.290 0.159 0.176
C -7.486 0.129 -6.262 -0.316 -0.093 -0.119
C -7.302 1.297 -5.512 -0.349 -0.358 -0.326
C -5.965 1.617 -4.974 1.005 -0.861 -0.199
O -5.029 0.842 -5.136 -0.429 0.353 0.104
C -5.769 2.885 -4.243 0.408 0.380 0.303
C -4.496 3.215 -3.760 0.031 0.291 0.151
C -4.293 4.427 -3.098 -0.162 -0.304 -0.182
C -5.357 5.310 -2.918 -0.312 -0.185 -0.151
C -6.630 4.976 -3.387 0.304 0.083 0.116
C -6.837 3.758 -4.046 0.443 0.450 0.302
H -10.502 2.469 -5.567 0.326 -0.043 0.033
H -10.821 0.395 -6.883 0.187 0.064 0.084
H -8.889 -1.094 -7.350 0.039 0.162 0.125
H -6.645 -0.533 -6.464 -0.112 0.273 0.148
H -3.659 2.533 -3.901 -0.317 0.059 -0.061
H -3.304 4.683 -2.726 -0.169 -0.038 -0.084
H -5.198 6.259 -2.410 -0.055 -0.183 -0.092
H -7.456 5.670 -3.239 0.096 -0.308 -0.106
```
Forces are in eV/Å.

Here are the Löwdin charges for atoms 1 to 8, given in e: number 1, O, carries 0.01; number 2, C, carries -0.23; number 3, N, carries 0.05; number 4, C, carries -0.22; number 5, O, carries 0.01; number 6, C, carries 0.01; number 7, C, carries -0.09; number 8, C, carries -0.16